{"formula": "C15H16N2O4S", "method": "ωB97M-V with the def2-TZVPD basis set", "symbols": ["S", "O", "O", "O", "O", "N", "N", "C", "C", "C", "C", "C", "C", "C", "C", "C", "C", "C", "C", "C", "C", "C", "H", "H", "H", "H", "H", "H", "H", "H", "H", "H", "H", "H", "H", "H", "H", "H"], "xyz": [[-3.74293, 0.84761, 1.40811], [-4.49081, 0.48793, 2.47643], [2.32977, 1.80825, -3.79908], [-0.45887, 0.63153, -0.23663], [-4.49524, 1.07124, 0.07654], [0.94863, -0.95247, -0.39510], [-2.55866, -0.26568, 0.88637], [2.45801, 0.79036, -3.15954], [0.20745, -1.49743, 2.39857], [-1.91498, -0.96528, 1.65331], [-1.66778, -2.23978, 3.88771], [1.53236, 0.52806, -2.23780], [3.55048, -0.18276, -3.59892], [-2.33668, -1.43273, 2.96735], [3.69446, -1.36006, -2.87321], [1.40521, 2.88727, -3.54761], [-0.42937, -0.89132, 1.50307], [1.92220, -0.56928, -1.40859], [-0.20646, -2.10280, 3.56850], [-2.77265, 2.14580, 2.01638], [2.99309, -1.34590, -1.74291], [0.09808, -0.38510, 0.36609], [-1.82519, 2.40731, 1.22917], [-3.38520, 3.21924, 1.98188], [0.54268, 2.54887, -3.54676], [-2.08017, -2.60511, 4.59445], [4.65735, -2.08054, -3.00902], [4.11292, 0.16378, -4.36629], [1.30293, -1.60610, 2.18007], [-2.30995, 0.10973, 0.04057], [1.33685, -1.84258, 0.11494], [0.99910, 1.04287, -1.63775], [1.41147, 3.25142, -2.53428], [1.40771, 3.50219, -4.44979], [-3.47358, -1.50837, 3.09919], [-2.30056, 1.69653, 2.99574], [3.13389, -2.60209, -1.23879], [0.40445, -2.70459, 4.33761]], "atomic_forces_ev_per_a": [[-0.4563, 1.7737, -10.0727], [-3.5321, -2.5092, 5.3117], [0.8164, 8.1542, -5.7488], [0.6315, -0.6979, 2.2309], [3.0419, 0.0314, 4.3605], [6.9690, -6.7089, 0.9345], [-9.1163, 4.3159, -2.0982], [2.2937, -6.3582, 0.8451], [7.1767, -4.4205, 5.4848], [8.0907, -2.9981, 7.9330], [9.6383, 8.0474, -12.1736], [4.5605, -6.4435, 1.3421], [-3.6964, 0.5476, 2.9063], [-4.2449, -1.7898, -1.5520], [4.4374, 1.8455, -2.8241], [6.4192, 1.2265, -0.5454], [-8.1024, -0.0071, -0.7262], [-2.4759, 0.3887, -0.8311], [-2.8586, -3.1411, 3.6172], [3.1914, 3.3808, -1.5659], [-1.6499, -7.4587, 4.8263], [-2.9221, 7.0377, -6.4846], [-2.5841, -1.0964, 2.1029], [1.3614, -3.2092, 0.8035], [-8.4325, -3.9342, -0.3423], [-4.8754, -4.8365, 9.0833], [-2.8153, 1.6969, 0.0464], [1.7036, 0.6620, -2.3637], [-0.6606, 0.2035, 0.6849], [1.8060, 0.5580, -2.5594], [-0.7474, 1.8764, -1.5204], [-4.6011, 4.7498, 2.4086], [1.2391, 0.9977, 0.2255], [0.8209, 0.5916, 0.7657], [1.6446, 0.5961, -0.3700], [-1.1504, 1.4856, -1.6752], [-0.7825, 4.1199, -0.5980], [-0.1381, 1.3227, -1.8616]], "nbo_charge": [2.28, -0.93, -0.46, -0.73, -0.93, -0.53, -0.79, 0.39, -0.16, 0.27, -0.08, -0.38, -0.27, -0.30, -0.20, -0.24, -0.24, 0.19, -0.26, -0.98, -0.27, 0.63, 0.29, 0.30, 0.17, 0.17, 0.24, 0.21, 0.20, 0.46, 0.39, 0.25, 0.20, 0.21, 0.23, 0.28, 0.17, 0.22], "e_homo_ev": -8.145}

{"formula": "C15H16N2O4S", "method": "ωB97M-V with the def2-TZVPD basis set", "symbols": ["S", "O", "O", "O", "O", "N", "N", "C", "C", "C", "C", "C", "C", "C", "C", "C", "C", "C", "C", "C", "C", "C", "H", "H", "H", "H", "H", "H", "H", "H", "H", "H", "H", "H", "H", "H", "H", "H"], "xyz": [[-3.22470, 0.58170, 0.30528], [-1.24754, -0.65892, -2.48793], [1.60485, 2.29815, 0.41817], [-2.62781, 1.70402, 0.86824], [-4.53372, 0.14604, 1.11656], [-3.41522, 0.75112, -1.18791], [-0.03280, 0.85706, -1.25109], [-0.14481, -2.61118, 1.14948], [-1.36766, -2.83529, 0.69531], [-2.02866, -0.72932, 0.83551], [-0.75108, -0.23696, 1.40089], [1.54007, -0.90807, -1.49438], [-2.21447, -1.84665, 0.35616], [3.51007, -0.85582, -0.01356], [-2.32667, 1.08634, -2.07577], [1.08833, 0.32364, -0.98320], [2.22558, 2.94850, 1.47870], [-1.17510, 0.56087, -1.88866], [2.68203, -1.58860, -0.79038], [2.00666, 0.97531, -0.00522], [3.18480, 0.28771, 0.27186], [0.06721, -1.27180, 1.82957], [-2.15779, 2.35049, -1.55266], [0.73464, -3.33958, 1.41091], [1.59886, 3.83753, 1.42910], [-1.40135, -3.76550, -0.06418], [0.96315, -1.42313, -2.04216], [1.00299, -1.25906, 2.26028], [2.47133, 2.37358, 2.31636], [3.06756, -2.54675, -1.35957], [-3.18112, -2.14500, -0.05720], [3.83562, 1.19417, 1.15686], [-0.70105, 0.83439, 1.77380], [-2.62868, 1.35992, -2.93034], [-3.81146, -0.26137, -1.48982], [3.14636, 3.27730, 1.26610], [4.47602, -1.24545, 0.26339], [-0.23445, 1.78061, -0.92850]], "atomic_forces_ev_per_a": [[-4.1297, -4.6729, 10.8437], [0.8479, 3.7887, 2.1197], [0.2369, -4.1217, -1.9279], [1.6504, 4.1811, 0.3017], [4.2858, 1.2351, -4.6047], [-2.7430, -4.8046, -5.5361], [-7.6351, 5.5620, -1.5229], [3.1620, 1.9772, 5.0149], [2.0157, -6.1016, -5.0469], [2.2830, 10.9137, 0.9880], [-1.7594, -0.7833, 2.2804], [5.4796, 2.2570, 7.1958], [-4.2154, -6.7797, -1.7719], [3.8760, -9.4300, -1.7835], [-5.3019, 10.7600, 8.5904], [7.4866, -2.8141, 2.5790], [-2.3423, 0.7194, -1.0084], [9.4950, -14.2566, -3.1942], [-2.0603, -1.0104, -5.7761], [-1.8781, 0.1965, -1.9548], [-2.0616, 15.6550, 6.8538], [-1.6581, -1.8180, -4.1280], [-0.4068, -2.6935, -1.5411], [-2.1652, 1.0257, -1.1040], [0.0080, 0.1104, 1.7109], [-0.4758, 1.4256, 2.3146], [-4.0706, -3.6844, -4.3591], [1.7699, 1.0200, 1.2692], [-1.1344, -0.9662, 1.9590], [-0.9600, 1.7558, 1.7167], [0.2693, 0.2582, -0.3286], [-1.2964, -3.3867, -2.8091], [0.1132, -1.5671, -0.7305], [-2.1925, 1.0841, -6.6778], [0.6425, 2.7920, 0.4366], [3.7691, 1.4409, -1.6872], [0.0795, -0.2736, 0.2442], [1.0164, 1.0058, 1.0741]], "nbo_charge": [2.26, -0.64, -0.53, -0.97, -0.91, -0.86, -0.53, -0.17, -0.22, -0.24, -0.23, -0.18, -0.24, -0.30, -0.21, 0.12, -0.25, 0.58, -0.19, 0.30, -0.19, -0.20, 0.14, 0.23, 0.22, 0.21, 0.22, 0.21, 0.19, 0.22, 0.23, 0.17, 0.26, 0.25, 0.43, 0.17, 0.23, 0.42], "e_homo_ev": -8.633}

The records above give, respectively, energy above the lowest of the compared OMol25 structures with the same formula, charge and spin values of 305.8, 335.8 kcal per mole.
The records above give, respectively, orbital gap values of 7.98, 8.31 eV.